# 1
The following is a quantum chemistry calculation of a structure of composition C36H33ClO8Sr, from OMol25.

Each line ends with the Mulliken charge.
CARTESIAN COORDINATES (ANGSTROEM)
Sr1 1.754 -0.671 1.645  1.6834
C1 2.684 2.744 3.101  -0.1023
C2 2.805 1.667 3.994  -0.4845
C3 3.635 0.689 3.406  -1.1278
C4 4.010 1.174 2.130  -0.9250
C5 3.420 2.434 1.939  -0.4624
H1 2.113 3.647 3.271  0.4591
H2 2.346 1.597 4.972  0.3693
H3 3.913 -0.261 3.846  0.6529
H4 4.658 0.660 1.428  0.5161
H5 3.516 3.056 1.059  0.3997
C6 -1.874 2.579 -3.322  -2.0015
C7 -0.864 1.950 -2.389  1.7458
C8 0.545 2.507 -2.575  -1.4820
O1 -1.303 2.122 -1.061  -0.5088
C9 -0.667 1.071 -0.321  -1.8383
C10 -0.574 -0.088 -1.336  0.1338
O2 -0.872 0.551 -2.595  -0.5140
C11 0.808 -0.857 -1.357  2.0383
O3 1.822 -0.160 -0.759  -1.1320
C12 1.121 -1.135 -2.854  -0.1021
C13 2.247 -0.556 -3.414  -0.5229
C14 2.574 -0.783 -4.749  -0.8269
C15 1.776 -1.601 -5.535  -0.4302
C16 0.648 -2.194 -4.972  -0.9627
C17 0.329 -1.964 -3.645  -0.0794
C18 0.712 -2.254 -0.698  -1.4776
C19 -0.403 -2.816 -0.081  0.7328
C20 -0.334 -4.071 0.523  -0.9680
C21 0.848 -4.788 0.525  -0.3517
C22 1.974 -4.240 -0.082  -0.6866
C23 1.901 -2.998 -0.685  0.0694
C24 -1.380 0.769 1.028  3.4191
O4 -0.498 0.060 1.807  -1.3464
C25 -2.686 -0.023 0.827  -0.3598
C26 -2.961 -1.062 1.709  -0.6728
C27 -4.117 -1.823 1.583  -0.7195
C28 -5.019 -1.561 0.561  -0.4972
C29 -4.755 -0.524 -0.326  -0.9858
C30 -3.605 0.241 -0.190  -0.0396
C31 -1.708 2.134 1.681  -0.0091
C32 -0.639 2.865 2.194  -0.0001
C33 -0.836 4.105 2.779  -0.5660
C34 -2.115 4.642 2.877  -0.6462
C35 -3.189 3.918 2.384  -0.9468
C36 -2.984 2.676 1.789  -0.2196
H6 -1.921 3.655 -3.148  0.3774
H7 -2.855 2.140 -3.138  0.4159
H8 -1.585 2.388 -4.356  0.3780
H9 0.559 3.572 -2.339  0.4312
H10 0.862 2.352 -3.608  0.3815
H11 1.240 1.978 -1.919  0.1144
H12 0.339 1.389 -0.042  0.9618
H13 -1.386 -0.794 -1.189  0.9840
H14 2.857 0.068 -2.773  0.2751
H15 3.459 -0.322 -5.175  0.3824
H16 2.028 -1.783 -6.573  0.3684
H17 0.018 -2.840 -5.574  0.3869
H18 -0.551 -2.432 -3.214  0.3269
H19 -1.330 -2.266 -0.001  0.1113
H20 -1.210 -4.462 1.026  0.3998
H21 0.915 -5.738 1.039  0.3234
H22 2.919 -4.767 -0.043  0.3272
H23 2.786 -2.556 -1.126  0.4140
H24 -2.223 -1.265 2.476  0.3528
H25 -4.308 -2.633 2.278  0.4002
H26 -5.915 -2.160 0.451  0.3668
H27 -5.448 -0.313 -1.134  0.4020
H28 -3.403 1.048 -0.883  0.5954
H29 0.358 2.446 2.152  -0.1344
H30 0.014 4.651 3.169  0.2851
H31 -2.273 5.610 3.339  0.3692
H32 -4.196 4.315 2.460  0.3873
H33 -3.839 2.130 1.414  0.3523
O5 3.810 -2.635 2.258  -0.6755
Cl1 3.071 -3.379 3.273  1.8076
O6 3.128 -4.791 2.984  -0.6839
O7 3.622 -3.113 4.577  -0.6908
O8 1.682 -2.921 3.231  -0.7177

Properties
**Orbital gap**: 0.2313 Eh
**ΔE to the lowest compared entry with this formula, charge and spin**: 55.3 kJ/mol
**Highest occupied orbital energy**: -0.068 Eh
**Charge**: -2



# 2
The following is a quantum chemistry calculation of a structure of composition C36H33CoF13N4O4PS2, from OMol25.

Each line ends with the Löwdin spin population.
CARTESIAN COORDINATES (ANGSTROEM)
Co1 -1.898 -0.578 -0.432  3.1439
C1 -6.440 0.211 4.811  0.0040
C2 -5.283 0.360 3.858  0.0223
C3 -4.851 1.604 3.416  -0.0029
C4 -3.839 1.714 2.489  0.0230
C5 -3.178 0.594 1.937  0.0081
N1 -2.190 0.771 0.979  0.1998
C6 -1.495 1.981 0.959  0.0156
C7 -1.039 2.528 2.172  0.0133
C8 -0.333 3.708 2.226  -0.0002
C9 -0.024 4.407 1.061  0.0071
C10 0.767 5.690 1.096  0.0013
C11 -0.449 3.861 -0.136  -0.0015
C12 -1.187 2.678 -0.212  0.0114
C13 -1.668 2.184 -1.582  0.0106
O1 -2.200 0.947 -1.635  0.1169
C14 -2.806 3.144 -2.063  0.0046
F1 -2.517 4.466 -2.009  0.0014
F2 -3.167 2.888 -3.333  0.0009
F3 -3.894 2.975 -1.296  0.0001
C15 -0.482 2.278 -2.616  0.0007
F4 -0.421 3.474 -3.277  0.0005
F5 -0.616 1.352 -3.554  0.0007
F6 0.715 2.122 -2.041  0.0002
C16 -3.623 -0.675 2.381  0.0246
C17 -4.648 -0.750 3.324  -0.0042
C18 -3.017 -1.986 1.835  0.0110
O2 -1.916 -1.850 1.065  0.1064
C19 -2.577 -2.914 3.016  0.0068
F7 -3.595 -3.516 3.685  0.0020
F8 -1.781 -3.900 2.603  0.0015
F9 -1.893 -2.211 3.941  0.0006
C20 -4.136 -2.711 1.012  0.0005
F10 -4.530 -1.921 0.007  0.0005
F11 -5.265 -3.004 1.712  -0.0002
F12 -3.709 -3.870 0.502  0.0006
H1 -6.506 1.062 5.492  0.0004
H2 -6.343 -0.699 5.406  0.0003
H3 -7.388 0.148 4.269  0.0015
H4 -5.314 2.509 3.801  -0.0007
H5 -3.550 2.697 2.144  0.0009
H6 -1.243 1.985 3.085  0.0000
H7 -0.004 4.091 3.187  0.0001
H8 0.717 6.149 2.084  0.0001
H9 0.387 6.406 0.365  0.0002
H10 1.820 5.511 0.864  0.0005
H11 -0.203 4.383 -1.053  -0.0002
H12 -4.976 -1.723 3.662  -0.0007
F13 -2.406 -1.790 -1.687  0.1986
N2 9.522 -0.114 2.867  0.0000
C21 8.379 -0.184 2.748  0.0000
C22 6.948 -0.257 2.618  0.0000
C23 6.335 -0.149 1.369  0.0000
C24 4.960 -0.185 1.254  0.0000
C25 4.167 -0.311 2.396  0.0000
C26 4.781 -0.448 3.643  0.0000
C27 6.158 -0.426 3.751  0.0000
N3 2.774 -0.289 2.293  0.0001
C28 1.852 -0.571 3.297  0.0001
C29 0.632 -0.387 2.740  0.0002
N4 0.756 0.011 1.427  0.0017
C30 2.027 0.054 1.181  0.0000
H13 6.940 -0.044 0.479  0.0000
H14 4.507 -0.140 0.270  0.0001
H15 4.184 -0.567 4.535  0.0000
H16 6.629 -0.537 4.719  0.0000
H17 2.137 -0.887 4.284  0.0000
H18 -0.338 -0.526 3.188  0.0001
H19 2.464 0.314 0.229  0.0000
C31 -0.093 -3.889 -3.694  0.0007
C32 1.416 -3.721 -3.808  0.0001
C33 2.178 -4.398 -2.682  0.0003
O3 1.784 -2.339 -3.964  0.0017
P1 1.913 -1.144 -2.879  0.0087
S1 3.723 -1.166 -2.021  0.0115
S2 0.589 -1.426 -1.454  0.0408
O4 1.983 0.060 -3.916  -0.0002
C34 1.813 0.119 -5.346  0.0000
C35 2.991 -0.554 -6.037  0.0000
C36 0.482 -0.410 -5.861  0.0000
H20 -0.328 -4.955 -3.617  0.0000
H21 -0.592 -3.488 -4.578  0.0000
H22 -0.483 -3.377 -2.817  0.0007
H23 1.738 -4.160 -4.759  0.0000
H24 1.904 -3.959 -1.723  0.0002
H25 3.253 -4.280 -2.819  0.0000
H26 1.927 -5.462 -2.674  0.0000
H27 1.865 1.191 -5.549  0.0000
H28 2.898 -1.638 -5.987  0.0000
H29 3.924 -0.267 -5.550  0.0000
H30 3.023 -0.241 -7.085  0.0000
H31 0.319 -1.427 -5.509  0.0000
H32 0.498 -0.408 -6.954  0.0000
H33 -0.346 0.202 -5.525  0.0000

Properties
**Orbital gap (spin up / spin down)**: 0.2299 / 0.2061 Eh
**ΔE to the lowest compared entry with this formula, charge and spin**: 12.3 kJ/mol
**Highest occupied orbital energy (spin up / spin down)**: -0.082 / -0.078 Eh
**Charge**: -2
**<S²>**: 6.01
**Spin multiplicity**: 5



# 3
The following is a quantum chemistry calculation of a cluster of 2 separate species, C36H33FN2O4S2 in total, from OMol25.

Each line ends with the Mulliken charge.
CARTESIAN COORDINATES (ANGSTROEM)
C1 -3.111 2.448 -0.946  -0.4921
C2 -3.333 1.381 -0.069  -0.5543
C3 -2.413 1.124 0.948  -0.1827
C4 -1.292 1.936 1.084  -0.0462
S1 -0.050 1.498 2.320  1.4549
C5 0.906 0.029 1.819  -0.2679
C6 1.277 -0.966 2.658  -1.0476
S2 1.192 -0.170 0.015  1.4078
C7 1.530 1.214 -1.145  0.3121
C8 0.631 1.447 -2.195  -0.2758
C9 0.970 2.289 -3.257  -0.8003
C10 2.223 2.910 -3.279  -0.3426
C11 3.106 2.731 -2.207  -0.7283
C12 2.763 1.881 -1.148  -0.5220
O1 2.280 -1.126 -0.122  -0.6738
O2 -0.155 -0.581 -0.407  -0.6959
O3 0.875 2.608 2.278  -0.6795
O4 -0.753 1.133 3.530  -0.7162
C13 -1.162 3.100 0.324  -0.3037
C14 -2.044 3.327 -0.733  -0.5169
H1 -3.781 2.596 -1.791  0.3904
H2 -4.215 0.742 -0.170  0.3941
H3 -2.548 0.294 1.638  0.4212
H4 2.108 -1.605 2.352  0.8578
H5 0.817 -1.043 3.643  0.3136
H6 -0.338 0.953 -2.195  0.4561
H7 0.262 2.417 -4.080  0.4152
H8 2.513 3.511 -4.145  0.3847
H9 4.083 3.219 -2.214  0.3833
H10 3.456 1.708 -0.327  0.4575
H11 -0.359 3.804 0.531  0.4197
H12 -1.885 4.193 -1.383  0.4325
F1 2.016 -3.589 -2.367  -0.5305
C15 1.105 -4.602 -1.937  2.8743
C16 0.324 -5.066 -3.176  -1.2250
C17 0.555 -4.470 -4.420  -0.2047
C18 -0.413 -4.544 -5.422  -0.7335
C19 -1.602 -5.240 -5.189  -0.5125
C20 -1.765 -5.975 -4.010  -0.7930
C21 -0.799 -5.893 -3.001  0.1172
C22 1.930 -5.708 -1.285  -0.3326
C23 1.930 -7.013 -1.777  -0.3187
C24 2.640 -8.016 -1.105  -0.8401
C25 3.447 -7.698 -0.013  -0.5891
C26 3.526 -6.368 0.407  -0.6628
C27 2.810 -5.370 -0.254  -0.2780
C28 0.109 -3.852 -0.987  1.1912
C29 -1.050 -3.121 -1.690  0.2020
C30 -2.330 -3.397 -0.904  -0.5682
C31 -1.937 -4.289 0.260  -0.7207
N1 -0.527 -4.681 0.032  0.5893
C32 0.168 -4.840 1.250  -0.2457
C33 0.551 -3.692 1.964  0.7754
C34 1.281 -3.862 3.142  -0.9318
N2 1.576 -5.066 3.614  -0.6478
C35 1.101 -6.157 3.008  -0.5610
C36 0.359 -6.100 1.820  -0.4951
H13 1.475 -3.909 -4.593  0.4106
H14 -0.226 -4.055 -6.379  0.4006
H15 -2.395 -5.232 -5.937  0.3996
H16 -2.633 -6.621 -3.854  0.3836
H17 -0.927 -6.422 -2.052  0.4647
H18 1.377 -7.236 -2.692  0.4541
H19 2.541 -9.043 -1.455  0.4056
H20 3.984 -8.490 0.515  0.3780
H21 4.143 -6.113 1.268  0.3879
H22 2.950 -4.322 0.019  0.4852
H23 0.728 -3.082 -0.498  -1.2664
H24 -0.801 -2.058 -1.672  -0.1340
H25 -1.155 -3.434 -2.728  0.0824
H26 -2.736 -2.454 -0.522  0.1399
H27 -3.091 -3.897 -1.512  0.3060
H28 -2.057 -3.747 1.212  0.3764
H29 -2.550 -5.195 0.361  0.3972
H30 0.305 -2.706 1.568  0.4943
H31 1.637 -3.017 3.728  0.3931
H32 1.314 -7.124 3.464  0.3969
H33 0.024 -6.987 1.286  0.4302

Properties
**Orbital gap**: 0.3055 Eh
**ΔE to the lowest compared entry with this formula, charge and spin**: 11.7 kJ/mol
**Highest occupied orbital energy**: -0.313 Eh
**Charge**: 0
**Structure (SMILES)**: FC(c1ccccc1)(c1ccccc1)[C@H]1CCCN1c1ccncc1.C=C(S(=O)(=O)c1ccccc1)S(=O)(=O)c1ccccc1



Question: Number 1 is which compound?
Answer: C36H33ClO8Sr